A:
{"formula": "C19H23NO2", "method": "ωB97M-V/def2-TZVPD", "e_homo_ev": -8.1, "e_lumo_ev": 0.64, "total_charge": 0, "symbols": ["C", "C", "C", "C", "C", "C", "C", "C", "C", "C", "C", "O", "N", "C", "C", "C", "C", "C", "C", "O", "C", "C", "H", "H", "H", "H", "H", "H", "H", "H", "H", "H", "H", "H", "H", "H", "H", "H", "H", "H", "H", "H", "H", "H", "H"], "positions_angstrom": [[-3.37704, -1.99030, -1.21446], [-3.70685, -1.73500, 0.25349], [-2.63310, -2.34299, 1.15148], [-3.90130, -0.23043, 0.53823], [-2.66914, 0.58411, 0.27754], [-2.42671, 1.13097, -0.97629], [-1.26535, 1.83832, -1.23155], [-0.31680, 2.02566, -0.23498], [0.96319, 2.77635, -0.50277], [0.98465, 4.12276, 0.22207], [2.18143, 1.94057, -0.10568], [3.15423, 2.42860, 0.44783], [2.06117, 0.64623, -0.46714], [2.85830, -0.50636, -0.26003], [2.20590, -1.71683, -0.49093], [2.85001, -2.92914, -0.36045], [4.18615, -2.94840, 0.00604], [4.84583, -1.76256, 0.23999], [4.21107, -0.52287, 0.11706], [4.96640, 0.55913, 0.35207], [-0.56843, 1.50105, 1.02891], [-1.72730, 0.79283, 1.27952], [-3.31180, -3.05937, -1.40428], [-4.14712, -1.57614, -1.86158], [-2.42321, -1.53802, -1.47716], [-4.66083, -2.22547, 0.47999], [-2.87043, -2.18209, 2.20067], [-1.66145, -1.89974, 0.94456], [-2.56276, -3.41476, 0.97957], [-4.19796, -0.11463, 1.58288], [-4.71774, 0.13492, -0.08862], [-3.15421, 1.00398, -1.76465], [-1.09544, 2.24983, -2.21706], [1.05362, 2.96016, -1.58141], [1.93424, 4.62168, 0.04774], [0.86718, 3.97803, 1.29283], [0.17529, 4.75350, -0.13714], [1.16357, 0.40753, -0.87335], [1.16330, -1.69396, -0.78142], [2.31446, -3.84708, -0.54539], [4.71064, -3.88572, 0.10928], [5.88627, -1.74876, 0.52393], [4.40587, 1.37513, 0.41377], [0.15621, 1.64228, 1.81818], [-1.90402, 0.39700, 2.26871]], "mulliken_charge": [-1.443, 0.841, -1.411, -1.709, 0.993, -0.552, -0.514, -0.331, 0.456, -1.627, 0.349, -0.825, -0.031, 0.659, -0.598, -0.842, -0.406, -0.601, 0.516, -0.678, 0.284, -0.968, 0.452, 0.343, 0.223, 0.312, 0.331, 0.217, 0.447, 0.433, 0.453, 0.370, 0.380, 0.426, 0.435, 0.316, 0.426, 0.105, 0.411, 0.379, 0.374, 0.418, 0.375, 0.449, 0.362]}

B:
{"formula": "C19H23NO2", "method": "ωB97M-V/def2-TZVPD", "e_homo_ev": -8.6, "e_lumo_ev": 0.72, "total_charge": 0, "symbols": ["C", "O", "C", "C", "C", "C", "C", "C", "N", "C", "O", "C", "C", "C", "C", "C", "C", "C", "C", "C", "C", "C", "H", "H", "H", "H", "H", "H", "H", "H", "H", "H", "H", "H", "H", "H", "H", "H", "H", "H", "H", "H", "H", "H", "H"], "positions_angstrom": [[-5.88617, -2.39488, -0.87225], [-4.49120, -2.47235, -0.71177], [-3.84733, -1.43865, -0.10062], [-2.46768, -1.58324, 0.04849], [-1.72211, -0.59280, 0.65191], [-2.32387, 0.56946, 1.12413], [-1.50716, 1.67807, 1.72558], [-1.25694, 2.78640, 0.69069], [-0.52154, 2.29042, -0.44750], [0.71493, 2.73107, -0.77433], [1.27130, 3.62793, -0.17603], [1.35169, 2.00626, -1.94896], [2.50890, 1.13333, -1.45451], [2.02570, 0.02051, -0.51763], [3.18104, -0.82759, -0.06919], [3.51097, -1.99618, -0.74248], [4.59973, -2.75403, -0.34860], [5.37500, -2.34969, 0.72426], [5.05546, -1.18464, 1.40091], [3.96631, -0.42951, 1.00554], [-3.69609, 0.70425, 0.97337], [-4.45840, -0.28256, 0.37189], [-6.17317, -1.54458, -1.49980], [-6.39906, -2.32426, 0.09248], [-6.17774, -3.32006, -1.36685], [-2.00463, -2.48714, -0.31474], [-0.65668, -0.72954, 0.76826], [-2.03222, 2.11510, 2.57633], [-0.54777, 1.29186, 2.07321], [-0.65588, 3.58837, 1.12485], [-2.21541, 3.19678, 0.35362], [-0.92085, 1.49943, -0.92827], [0.61550, 1.39794, -2.47727], [1.74446, 2.75977, -2.63349], [3.22239, 1.76548, -0.92328], [3.02146, 0.68810, -2.31020], [1.28972, -0.59703, -1.03923], [1.54630, 0.47715, 0.35106], [2.90822, -2.31693, -1.58087], [4.84344, -3.66249, -0.88033], [6.22475, -2.94074, 1.03278], [5.65659, -0.86416, 2.23940], [3.71913, 0.47973, 1.53512], [-4.18642, 1.59597, 1.33733], [-5.52346, -0.13862, 0.28028]], "mulliken_charge": [-0.852, -0.445, 0.863, -0.674, 0.035, -0.151, -1.039, -0.811, -0.092, 0.533, -0.689, -0.618, -0.623, -0.133, 0.051, -0.281, -0.650, -0.382, -0.682, -0.164, -0.615, -0.468, 0.341, 0.340, 0.239, 0.450, 0.354, 0.442, 0.301, 0.412, 0.373, 0.255, 0.293, 0.343, 0.379, 0.363, 0.403, -0.112, 0.381, 0.377, 0.377, 0.374, 0.396, 0.409, 0.397]}

On energetic grounds, A is preferred over the next structure by 16.0 kcal/mol.

A:
{"formula": "C6H34N2O9", "method": "ωB97M-V/def2-TZVPD", "e_homo_ev": -8.6, "e_lumo_ev": 0.29, "total_charge": 0, "symbols": ["C", "C", "C", "C", "C", "N", "N", "C", "H", "H", "H", "H", "H", "H", "H", "H", "H", "H", "H", "H", "H", "H", "H", "H", "O", "H", "H", "O", "H", "H", "O", "H", "H", "O", "H", "H", "O", "H", "H", "O", "H", "H", "O", "H", "H", "O", "H", "H", "O", "H", "H"], "positions_angstrom": [[2.38019, -0.75103, -3.96683], [1.99489, -1.69719, -2.87704], [1.10965, -0.94735, -1.91914], [0.94896, -1.70591, -0.64092], [2.06547, -1.01532, 0.35382], [2.03048, -1.34871, 1.82126], [-0.41682, -1.70186, -0.00433], [-0.70611, -2.78035, 0.89884], [3.17082, 0.00510, -3.66317], [1.49034, -0.21171, -4.51944], [2.89019, -1.32148, -4.78667], [1.58710, -2.69526, -3.28099], [2.90555, -1.95839, -2.49320], [0.05871, -0.59191, -2.32870], [1.41776, 0.08178, -1.98807], [1.21547, -2.74171, -0.89882], [1.90543, 0.00787, 0.45732], [3.02753, -1.22124, -0.03299], [2.45082, -2.13296, 2.09577], [0.97365, -1.26107, 2.00328], [-0.37228, -0.75951, 0.46647], [-1.17358, -2.58793, 1.82052], [0.25608, -3.21090, 1.19503], [-1.23291, -3.54859, 0.35790], [-0.17114, 1.82522, -0.76988], [-0.75248, 1.12190, -0.54902], [-0.45864, 2.48163, -0.31228], [-4.40470, 1.75167, -0.85711], [-4.36199, 2.19543, -1.71838], [-5.22995, 1.94429, -0.49104], [-3.97497, -2.41458, -2.14518], [-3.50363, -1.58140, -1.94423], [-4.13771, -1.93964, -2.96536], [-0.17575, 0.20609, 2.95689], [0.79453, 0.35621, 2.92364], [-0.76825, 0.98802, 3.04882], [-2.87845, 0.98955, -3.02901], [-2.13322, 1.42355, -3.35315], [-2.61524, 0.60751, -2.18243], [3.92416, 0.42974, 3.27723], [4.66944, 0.66827, 2.94431], [3.37090, -0.23325, 2.70442], [1.96571, 2.33576, 3.35144], [2.33475, 1.44107, 3.26049], [2.29849, 2.72256, 4.07966], [-3.02932, 2.01264, 1.62450], [-3.24021, 2.07133, 0.61408], [-3.21355, 2.84518, 1.90462], [-1.68380, 4.02519, 2.82141], [-0.74623, 4.13631, 2.96386], [-1.85613, 3.68538, 3.77181]], "mulliken_charge": [-1.394, -0.330, -0.870, 0.302, -0.881, -0.554, -0.089, -1.084, 0.327, 0.241, 0.419, 0.313, 0.367, 0.039, 0.608, 0.307, 0.450, 0.566, 0.252, -0.097, 0.090, 0.374, 0.379, 0.307, -0.484, 0.145, 0.281, -0.629, 0.344, 0.270, -0.606, 0.269, 0.328, -0.595, 0.301, 0.258, -0.623, 0.308, 0.311, -0.701, 0.258, 0.441, -0.568, 0.351, 0.276, -0.583, 0.343, 0.276, -0.625, 0.292, 0.322]}

B:
{"formula": "C6H34N2O9", "method": "ωB97M-V/def2-TZVPD", "e_homo_ev": -9.2, "e_lumo_ev": -0.20, "total_charge": 0, "symbols": ["C", "C", "N", "C", "C", "N", "C", "C", "H", "H", "H", "H", "H", "H", "H", "H", "H", "H", "H", "H", "H", "H", "H", "H", "O", "H", "H", "O", "H", "H", "O", "H", "H", "O", "H", "H", "O", "H", "H", "O", "H", "H", "O", "H", "H", "O", "H", "H", "O", "H", "H"], "positions_angstrom": [[-1.15919, -3.63540, -0.16215], [-1.36659, -2.61489, 0.99489], [-2.47110, -1.73172, 0.48197], [-2.50128, -0.38832, 1.35781], [-1.40382, 0.67648, 1.11556], [-0.96754, 0.61156, -0.30048], [-0.35342, 1.86556, -0.74190], [-0.23924, 1.79709, -2.23718], [-0.84477, -3.32331, -1.17093], [-0.46995, -4.40467, 0.07631], [-2.09058, -4.17612, -0.22200], [-0.36944, -2.00813, 1.06004], [-1.71226, -3.13066, 1.86850], [-2.25495, -1.54303, -0.45308], [-2.49328, -0.80911, 2.36620], [-3.60874, -0.08880, 1.21149], [-1.99182, 1.64685, 1.16323], [-0.69077, 0.72421, 1.92103], [-0.30541, -0.17386, -0.33826], [0.58961, 2.00774, -0.27663], [-0.95946, 2.73901, -0.42832], [0.79588, 1.98505, -2.60500], [-0.43790, 0.76806, -2.56353], [-0.86072, 2.61844, -2.56728], [3.67498, -0.73617, -1.06093], [2.98791, -0.34535, -1.63340], [3.55613, -0.25696, -0.25133], [-1.70698, -1.20520, -2.58574], [-1.82393, -0.92030, -1.66254], [-2.57737, -0.99102, -2.94615], [1.48527, -1.50414, 0.05630], [1.88549, -1.64935, -0.76265], [1.98718, -0.67828, 0.27741], [2.79731, -0.97188, 2.31899], [2.23353, -1.55606, 2.28845], [3.23828, -1.06200, 3.19888], [3.47309, 1.54944, 2.02334], [2.62444, 1.97121, 2.19499], [3.28259, 0.63840, 2.09321], [-0.43338, 2.85567, 3.20880], [-0.57820, 2.19644, 3.96113], [0.10152, 2.29794, 2.56753], [2.71743, 3.06250, -0.17407], [3.42790, 3.16999, 0.53566], [2.99001, 2.23849, -0.46346], [-3.97523, 1.67298, -1.58995], [-3.16787, 1.29497, -1.00878], [-3.48883, 2.19754, -2.19800], [1.47058, -0.73426, -2.72855], [0.68058, -0.23307, -2.72435], [1.30431, -1.71360, -2.48508]], "mulliken_charge": [-1.430, 0.295, -0.443, -0.945, -0.574, 0.858, -0.539, -1.139, 0.248, 0.460, 0.397, -0.206, 0.422, 0.215, 0.452, 0.295, 0.509, 0.032, 0.068, 0.217, 0.493, 0.301, 0.489, 0.318, -0.706, 0.400, 0.396, -0.618, 0.211, 0.253, -0.450, 0.242, 0.067, -0.505, 0.148, 0.271, -0.631, 0.368, 0.350, -0.620, 0.352, 0.267, -0.632, 0.315, 0.292, -0.681, 0.269, 0.321, -0.843, 0.049, 0.325]}

On energetic grounds, B is preferred over the next structure by 3.9 kcal/mol.